Arrangement i

A single C4H3FS3 molecule, computed with ωB97M-V/def2-TZVPD.

Computed properties:
Kohn-Sham gap = 7.380 eV
SMILES = C=C(F)C(=S)C(=S)S
highest occupied orbital energy = -9.02 eV

Positions of all 11 atoms, in Å:
1 C 1.3157 -0.0928 -1.1371
2 C 0.2538 -0.5362 -0.1237
3 C -0.8780 0.3475 0.1246
4 C -1.9475 0.0004 0.8532
5 H 2.4528 0.5060 0.8548
6 H -2.7637 0.6991 0.9262
7 H -2.0332 -0.9738 1.2826
8 F -0.8186 1.6181 -0.3578
9 S 2.7832 0.5714 -0.4603
10 S 1.1463 -0.2212 -2.7185
11 S 0.4893 -1.9185 0.7558

Population analysis type natural (NBO), resulting atomic charges in e: -0.373 -0.201 0.291 -0.346 0.132 0.221 0.232 -0.322 0.153 0.118 0.095


Arrangement ii

A single C4H3FS3 molecule, computed with ωB97M-V/def2-TZVPD.

Computed properties:
Kohn-Sham gap = 6.981 eV
SMILES = FCC(=S)C(=S)C=S
highest occupied orbital energy = -9.09 eV

Positions of all 11 atoms, in Å:
1 C -1.1529 0.1301 -1.0335
2 C 0.1068 -0.6123 -0.6812
3 C 0.4623 -0.5773 0.7856
4 C 1.1540 0.6591 1.2843
5 H -0.9268 0.8874 -1.7975
6 H -1.8911 -0.6102 -1.3857
7 H 1.4368 0.6059 2.3506
8 F -1.7271 0.7402 0.0654
9 S 0.9857 -1.3898 -1.7636
10 S 0.1128 -1.8003 1.7724
11 S 1.4394 1.9672 0.4033

Population analysis type natural (NBO), resulting atomic charges in e: -0.031 -0.175 -0.242 -0.347 0.213 0.207 0.226 -0.357 0.145 0.198 0.163


Least stable: arrangement ii


Arrangement i

A single C5H8N4 molecule, computed with ωB97M-V/def2-TZVPD.

Computed properties:
Kohn-Sham gap = 8.633 eV
SMILES = [H]/N=c1\[nH]cnn1CC=C
highest occupied orbital energy = -8.06 eV

Positions of all 17 atoms, in Å:
1 C 2.3812 -0.5017 1.0366
2 C 2.3992 0.1506 -0.0919
3 C 1.2334 0.2971 -0.9669
4 C -1.6279 -1.3881 0.0529
5 C -0.9786 0.7358 0.0960
6 H 1.4858 -0.9539 1.5380
7 H 3.0602 -0.2778 1.8741
8 H 3.4033 0.5570 -0.3521
9 H 1.0760 1.4573 -1.2297
10 H 1.3587 -0.0850 -2.0078
11 H -2.2362 -2.3169 0.1007
12 H -3.1948 0.1801 0.3601
13 H -1.6831 2.3931 0.7993
14 N 0.0770 -0.0428 -0.3760
15 N -0.4141 -1.3652 -0.4392
16 N -2.0667 -0.1186 0.3390
17 N -0.9839 1.9958 0.2131

Population analysis type natural (NBO), resulting atomic charges in e: -0.399 -0.190 -0.265 0.167 0.568 0.193 0.201 0.212 0.251 0.226 0.218 0.447 0.353 -0.274 -0.277 -0.627 -0.804


Arrangement ii

A single C5H8N4 molecule, computed with ωB97M-V/def2-TZVPD.

Computed properties:
Kohn-Sham gap = 8.420 eV
SMILES = [H]/N=C\Nc1cc(N)c[nH]1
highest occupied orbital energy = -7.89 eV

Positions of all 17 atoms, in Å:
1 C -1.6755 -0.1353 0.1232
2 C -1.4724 1.1542 0.5077
3 C 0.4624 0.3024 -0.1836
4 C 2.7807 -0.3244 -0.0514
5 C -0.4850 -0.7254 -0.3232
6 H -2.7902 -1.8818 -0.5768
7 H -3.6234 -0.4354 -0.0153
8 H -2.2831 1.7208 0.9653
9 H 0.3537 2.4608 0.0841
10 H 1.8963 0.9346 -1.7324
11 H 3.7420 -0.3397 -0.6364
12 H 1.8585 -0.9681 1.6354
13 H -0.2810 -1.6855 -0.7412
14 N -2.8291 -1.0498 0.1293
15 N -0.1401 1.4152 0.3843
16 N 1.7817 0.3981 -0.6978
17 N 2.7046 -0.8407 1.1289

Population analysis type natural (NBO), resulting atomic charges in e: 0.102 -0.162 0.280 0.296 -0.335 0.384 0.365 0.219 0.424 0.411 0.168 0.362 0.227 -0.830 -0.513 -0.671 -0.727


Arrangement iii

3 unconnected molecules or ions with the total composition C5H8N4, computed with ωB97M-V/def2-TZVPD.

Computed properties:
Kohn-Sham gap = 7.612 eV
highest occupied orbital energy = -8.00 eV

Positions of all 17 atoms, in Å:
1 C 1.5218 -0.1537 0.0066
2 C 0.0879 -0.3350 0.0811
3 C -0.2262 -1.5993 0.1331
4 C -1.5730 -1.6776 -0.1854
5 C -0.9316 0.4478 -0.0382
6 H 2.9243 1.1462 -0.4074
7 H 1.3317 1.9321 -0.5441
8 H 3.1943 -1.2074 -0.1030
9 H 0.5291 -2.2701 0.1232
10 H -2.1936 -2.6173 -0.2513
11 H -3.0551 -0.0241 -0.4727
12 H -0.7788 1.9664 1.7699
13 H -1.9442 2.9635 -0.1558
14 N 1.9434 0.9831 -0.5161
15 N 2.1563 -1.2008 0.4123
16 N -2.0174 -0.3366 -0.1604
17 N -0.9687 1.9828 0.3081

Population analysis type natural (NBO), resulting atomic charges in e: 0.454 -0.274 -0.232 -0.080 0.327 0.382 0.436 0.311 0.261 0.221 0.428 0.386 0.417 -0.810 -0.749 -0.530 -0.948


Arrangement iv

A single C5H8N4 molecule, computed with ωB97M-V/def2-TZVPD.

Computed properties:
Kohn-Sham gap = 8.047 eV
SMILES = CN1N=NN2CCC=C12
highest occupied orbital energy = -7.03 eV

Positions of all 17 atoms, in Å:
1 C 0.6395 0.4867 -0.6126
2 C -0.4613 -0.2105 -0.2781
3 C 1.7791 -0.4587 -0.4892
4 C 1.1909 -1.7854 0.2338
5 C -2.3929 1.2156 0.2008
6 N -1.4124 -2.0858 0.4464
7 N -2.3367 -1.2545 0.3169
8 N -0.2044 -1.4859 0.1305
9 N -1.7725 -0.0210 -0.0318
10 H 0.6503 1.5363 -0.8537
11 H 2.0193 -0.8045 -1.4327
12 H 2.7095 -0.0999 -0.1024
13 H 1.4823 -2.6993 -0.2725
14 H 1.4640 -1.8237 1.3940
15 H -3.4957 1.1727 -0.0137
16 H -2.2895 1.5214 1.1995
17 H -1.8379 1.8640 -0.3942

Population analysis type natural (NBO), resulting atomic charges in e: -0.456 0.331 -0.388 -0.195 -0.393 -0.003 -0.030 -0.262 -0.262 0.224 0.190 0.214 0.214 0.188 0.222 0.194 0.214


Least stable: arrangement iii


Arrangement i

A molecular structure, C20H15N4O8Rh, computed with ωB97M-V/def2-TZVPD.

Computed properties:
Kohn-Sham gap (alpha / beta) = 7.221 / 7.143 eV
spin multiplicity = 5
highest occupied orbital energy (alpha / beta) = -7.98 / -9.73 eV
<S²> = 6.0375

Positions of all 48 atoms, in Å:
1 Rh 0.1646 0.0856 0.3799
2 N 2.1804 0.1735 0.7665
3 C 2.4912 0.6956 1.9803
4 C 1.1027 0.1701 3.2409
5 O 1.5322 0.2242 4.3404
6 O 0.0873 -0.0668 2.5875
7 H 2.5756 -0.7593 0.6619
8 H 2.9721 1.0692 -0.6933
9 H 2.2874 1.7546 2.1221
10 H 3.3658 0.3238 2.5042
11 C -4.0425 -0.9422 0.0658
12 C -4.6371 0.3065 -0.0033
13 C -3.8444 1.4414 -0.0036
14 C -2.4678 1.3028 0.0712
15 N -1.9074 0.0793 0.1515
16 C -2.6644 -1.0187 0.1430
17 C -1.4874 2.3980 0.0414
18 C -1.8318 3.7391 -0.0629
19 C -0.8398 4.7076 -0.1152
20 C 0.4980 4.3423 -0.0690
21 C 0.8524 3.0041 0.0403
22 C -0.1320 2.0237 0.1084
23 H -4.6275 -1.8500 0.0561
24 H -5.7136 0.3981 -0.0621
25 H -4.2898 2.4231 -0.0650
26 H -2.1288 -1.9576 0.1805
27 H -2.8705 4.0392 -0.1076
28 H -1.1131 5.7510 -0.1981
29 H 1.2703 5.0985 -0.1195
30 H 1.9020 2.7456 0.0656
31 O -0.1941 -3.5840 -1.6904
32 C 0.4338 -2.6055 -1.3447
33 O 0.0700 -1.8359 -0.3541
34 C 1.7417 -2.2566 -2.0119
35 C 2.1963 -0.9513 -2.0317
36 C 3.5055 -0.6713 -2.4028
37 C 4.3394 -1.6778 -2.8937
38 C 3.8145 -2.9520 -2.9488
39 C 2.5441 -3.2785 -2.4996
40 N 4.6819 -4.0346 -3.4684
41 O 4.2293 -5.1594 -3.4641
42 O 5.7333 -3.7101 -3.9789
43 N 4.0289 0.6049 -2.1930
44 O 3.1936 1.5079 -1.5486
45 O 5.1450 0.9927 -2.5534
46 H 1.5503 -0.1448 -1.7307
47 H 5.3518 -1.4719 -3.2020
48 H 2.1920 -4.2988 -2.5102

Population analysis type natural (NBO), resulting atomic charges in e: 1.228 -0.800 -0.246 0.880 -0.510 -0.663 0.381 0.497 0.212 0.216 -0.248 -0.131 -0.230 0.198 -0.443 0.079 -0.025 -0.200 -0.190 -0.184 -0.226 -0.179 0.237 0.228 0.226 0.258 0.213 0.222 0.224 0.223 -0.600 0.784 -0.800 -0.159 -0.145 0.051 -0.194 0.031 -0.165 0.531 -0.363 -0.368 0.313 -0.574 -0.356 0.214 0.277 0.273


Arrangement ii

A molecular structure, C20H15N4O8Rh, computed with ωB97M-V/def2-TZVPD.

Computed properties:
Kohn-Sham gap (alpha / beta) = 2.202 / 4.072 eV
spin multiplicity = 5
highest occupied orbital energy (alpha / beta) = -4.53 / -8.76 eV
<S²> = 6.0458

Positions of all 48 atoms, in Å:
1 Rh 0.3376 -0.1317 0.4562
2 N 2.2983 0.0660 -0.9079
3 C 2.9351 1.3190 -0.5481
4 C 1.8560 2.3161 0.0559
5 O 2.0334 3.5007 -0.0436
6 O 0.9043 1.7113 0.6422
7 H 2.8521 -0.7570 -0.6709
8 H 2.0483 0.0303 -1.8939
9 H 3.4160 1.8281 -1.3881
10 H 3.6512 1.1658 0.2618
11 C -4.2130 0.0349 -0.7255
12 C -4.8171 -0.0994 0.5241
13 C -4.0250 -0.1018 1.6524
14 C -2.6382 0.0482 1.5275
15 N -2.0827 0.1955 0.3068
16 C -2.8352 0.1711 -0.7769
17 C -1.7077 -0.0035 2.6398
18 C -2.0727 0.0942 3.9882
19 C -1.1208 -0.0011 4.9826
20 C 0.2175 -0.2102 4.6750
21 C 0.6040 -0.3159 3.3445
22 C -0.3422 -0.1841 2.3490
23 H -4.7984 0.0315 -1.6302
24 H -5.8894 -0.1955 0.6099
25 H -4.4508 -0.2488 2.6322
26 H -2.3176 0.2829 -1.7215
27 H -3.1052 0.2589 4.2588
28 H -1.4186 0.0951 6.0138
29 H 0.9538 -0.2746 5.4590
30 H 1.6450 -0.4889 3.0950
31 O 1.5895 -2.2648 0.8810
32 C 0.5620 -2.7364 0.3577
33 O -0.3310 -1.9252 -0.0714
34 C 0.3023 -4.1766 0.1858
35 C -0.8686 -4.5461 -0.4714
36 C -1.1504 -5.9099 -0.6466
37 C -0.2823 -6.8832 -0.1657
38 C 0.8827 -6.4924 0.4764
39 C 1.1939 -5.1331 0.6587
40 N 1.7693 -7.4895 0.9777
41 O 2.8088 -7.0949 1.4980
42 O 1.4459 -8.6653 0.8696
43 N -2.3437 -6.3044 -1.3089
44 O -2.5841 -7.5057 -1.3920
45 O -3.0664 -5.4123 -1.7568
46 H -1.5550 -3.7978 -0.8344
47 H -0.5176 -7.9310 -0.2909
48 H 2.1004 -4.8465 1.1648

Population analysis type natural (NBO), resulting atomic charges in e: 1.408 -0.824 -0.355 0.774 -0.549 -0.668 0.425 0.404 0.232 0.231 -0.229 -0.130 -0.209 0.192 -0.435 0.069 -0.107 -0.169 -0.169 -0.200 -0.172 -0.025 0.240 0.235 0.228 0.212 0.224 0.229 0.233 0.236 -0.634 0.774 -0.640 -0.121 -0.244 -0.045 -0.076 -0.041 -0.260 0.507 -0.434 -0.418 0.481 -0.461 -0.486 0.246 0.276 0.246


Least stable: arrangement ii